# 1
The following is a quantum chemistry calculation of a structure of composition C18H51BBeF4NO14 at a distorted geometry, from OMol25.

E_tot in eV: -61588.6409
Maximum force in eV/Å: 3.06
Spin multiplicity: 1
Highest occupied orbital energy in hartree: -0.4278
Charge: +1
Gap between HOMO and LUMO in eV: 5.8

XYZ file:
```
90
Properties=species:S:1:pos:R:3:forces:R:3
Be -0.837 0.205 2.230 -1.2459 1.7623 -2.1680
B -0.289 -0.956 -0.402 -0.3151 0.0371 -0.2343
F -1.669 -0.961 -0.190 -0.9033 -0.2962 -0.2121
F 0.093 0.348 -0.028 -0.0415 0.6444 0.2428
F 0.206 -1.771 0.633 0.6032 -0.3718 0.4700
F 0.078 -1.286 -1.702 0.0903 -0.0236 1.0922
C -3.524 1.121 0.306 -0.1151 -0.2998 -2.0980
O -2.856 1.673 1.402 0.8756 -0.8904 0.4670
C -2.436 3.010 1.199 -1.3473 0.5454 0.4758
C -1.336 3.304 2.188 -0.7470 0.9579 -0.4640
N -0.164 2.582 1.696 0.8313 -0.4522 1.6814
C 1.088 2.999 2.360 0.6491 -1.0526 0.6282
C 2.267 2.242 1.754 -0.2249 -0.9356 0.0182
O 1.937 0.828 1.747 -0.0790 1.2672 -0.7876
C 3.039 -0.083 1.805 0.0513 0.2209 1.4752
H -3.856 0.100 0.481 0.0039 0.2041 0.4801
H -2.848 1.049 -0.554 0.1482 -0.0453 0.1237
H -4.349 1.717 -0.094 -0.2243 0.2440 0.6966
H -3.339 3.618 1.324 0.1827 0.2803 0.4489
H -2.162 3.253 0.167 0.5111 -0.5629 -0.0604
H -1.624 3.084 3.218 0.1100 -0.9742 -0.1550
H -1.264 4.391 2.309 0.7258 0.1752 -0.8057
H 0.091 2.855 0.739 -1.0359 -0.6237 -0.5570
H 1.042 2.742 3.420 -0.1350 0.4079 0.1335
H 1.282 4.058 2.181 -0.2383 0.1332 0.3345
H 3.216 2.356 2.281 -0.2179 0.3244 0.4468
H 2.441 2.688 0.772 -0.0946 -0.7371 -0.4842
H 4.038 0.287 1.566 -0.3300 0.5667 -0.5614
H 2.841 -0.968 1.206 -0.2307 0.0190 0.1582
H 3.080 -0.248 2.886 0.4243 -1.0407 -0.1310
C -1.175 -4.347 1.884 0.5198 -1.5942 0.6090
C -0.284 -4.794 0.769 0.0280 -0.6598 -0.9107
O -0.329 -6.231 0.694 -0.3099 0.3259 -0.0967
O -2.538 -4.485 1.546 -0.9687 1.7099 -0.1698
H -0.909 -3.339 2.198 -0.5697 0.1316 -0.1383
H -1.008 -5.039 2.717 0.4095 0.2548 0.2308
H 0.762 -4.495 0.828 -0.1199 0.1938 0.4253
H -0.709 -4.420 -0.168 0.1606 0.4110 0.0137
H -0.512 -6.419 -0.229 0.1187 -0.4282 0.0648
H -2.838 -5.380 1.377 0.6313 -0.2681 0.1199
C 1.679 5.317 -0.767 0.0081 -0.2665 1.2613
C 0.764 4.464 -1.623 1.6910 0.3624 -2.0611
O 0.534 3.122 -1.165 -0.8196 0.9870 0.9170
O 0.956 5.990 0.259 -1.2376 -0.1152 0.2296
H 2.197 6.095 -1.329 0.0111 -0.3880 -0.5121
H 2.409 4.678 -0.263 0.2893 -0.1230 -0.4322
H 1.307 4.296 -2.561 0.4221 0.2411 0.0079
H -0.046 5.076 -2.027 -0.8363 -0.4317 0.8904
H -0.312 2.843 -1.535 0.0832 -0.2287 -0.0675
H 1.464 6.165 1.052 0.3917 0.0061 -0.2300
C -2.556 -0.996 -3.240 1.5178 -1.4837 0.1463
C -1.619 0.215 -3.421 -2.4655 -0.2518 0.1531
O -2.419 1.071 -4.233 0.5896 1.3781 0.0072
O -2.644 -1.654 -4.500 -0.1953 0.1860 -0.5067
H -3.560 -0.712 -2.915 0.1595 0.5483 0.1301
H -2.186 -1.764 -2.557 0.1815 0.4879 0.4088
H -0.622 0.085 -3.839 -0.1672 -0.6189 -0.1457
H -1.512 0.683 -2.438 0.0654 0.1877 -0.0221
H -3.016 0.574 -4.797 0.2765 -0.3370 -0.0668
H -2.974 -2.539 -4.335 -0.0637 -0.0302 -0.1970
C 2.797 -3.636 -0.676 -0.1146 -0.4667 -0.7908
C 2.426 -3.932 -2.123 0.4789 0.4621 -0.0853
O 3.497 -4.396 -2.912 0.2399 -0.0568 -0.1999
O 3.195 -4.834 -0.007 -0.4390 0.2276 0.1217
H 1.853 -3.225 -0.318 0.2776 -0.0826 0.8875
H 3.614 -2.924 -0.550 -0.2157 0.3700 -0.4022
H 2.103 -3.001 -2.591 -0.0207 0.0482 0.0315
H 1.563 -4.603 -2.151 0.0609 -0.2112 0.1118
H 3.737 -5.298 -2.684 -0.1892 -0.0347 0.1313
H 4.136 -4.922 -0.180 0.0128 -0.1574 0.1098
C -3.644 0.111 3.985 -0.7675 -0.0517 -0.1896
C -3.393 -1.339 3.640 0.0878 0.2942 1.7278
O -2.746 -1.293 2.401 1.2285 0.3752 -0.9551
O -2.371 0.750 4.080 1.5065 0.3354 -1.1184
H -4.196 0.358 4.891 -0.0802 -0.5591 0.0734
H -4.199 0.517 3.138 0.3004 0.4870 0.0915
H -4.287 -1.960 3.641 -0.0166 0.1020 -0.1804
H -2.693 -1.703 4.399 -0.1333 -0.4829 -0.0461
H -3.041 -2.006 1.816 0.4719 -0.1579 -0.1802
H -2.066 0.810 4.991 -0.1227 -0.1446 0.0802
C 2.494 0.655 -2.400 -1.7764 -0.4077 1.4766
C 3.579 1.741 -2.288 0.0384 -1.3492 -1.4798
O 4.844 1.054 -2.307 -0.6383 0.5039 0.5883
O 2.857 -0.369 -3.312 0.7272 0.5656 -0.3339
H 1.460 0.976 -2.562 0.2977 0.8947 -0.8809
H 2.251 0.193 -1.435 1.0008 -0.0998 0.4429
H 3.464 2.385 -1.417 0.0254 -0.2771 0.2043
H 3.530 2.368 -3.182 -0.0358 0.1940 -0.0003
H 4.612 0.210 -2.716 0.4536 -0.1056 -0.1213
H 2.134 -0.984 -3.457 -0.1407 0.1149 0.1733
```
Positions in Å, forces in eV/Å.

Atom charges from the Mulliken analysis, given in e for atoms 1 to 6:
1. Be 0.63
2. B 0.23
3. F -0.27
4. F 0.44
5. F -0.19
6. F -0.26

***

# 2
The following is a quantum chemistry calculation of an isolated molecule of C15H19F4NO at a distorted geometry, from OMol25.

E_tot in eV: -30270.5559
Energy above the lowest of the compared OMol25 structures with the same formula, charge and spin in kcal/mol: 0.0
Maximum force in eV/Å: 3.68
Spin multiplicity: 1
Highest occupied orbital energy in hartree: -0.3517
SMILES string: Cc1c(F)c(F)c(C(=O)N[C@@H](C)CCC(C)C)c(F)c1F
Gap between HOMO and LUMO in eV: 9.7

XYZ file:
```
40
Properties=species:S:1:pos:R:3:forces:R:3
C -4.483 3.683 -3.734 0.7031 0.7326 1.2982
C -3.604 2.652 -3.035 -1.0327 -0.0344 0.4708
C -2.239 2.559 -3.286 0.1010 -0.0868 -0.1174
F -1.678 3.500 -4.139 -0.4223 -1.5986 1.2192
C -1.499 1.530 -2.677 0.1319 0.9171 -0.1239
F -0.151 1.555 -2.931 -1.0507 -0.3754 0.2297
C -2.081 0.604 -1.762 0.7748 1.5746 -0.9388
C -1.304 -0.416 -1.048 2.4104 -2.2949 1.5642
O -1.794 -1.435 -0.596 -1.1105 0.1503 -0.3674
N 0.056 -0.250 -0.834 -1.0817 0.7373 -0.5667
C 0.955 -1.243 -0.257 -0.2736 -0.3745 1.2925
C 1.912 -1.731 -1.290 0.4377 -1.0287 -1.5859
C 1.735 -0.659 0.952 -0.5838 -0.7799 0.4821
C 2.109 -1.731 2.002 -0.1343 0.2957 0.5888
C 2.929 -1.243 3.235 0.2898 -0.6055 0.4405
C 3.371 -2.408 4.152 -0.8242 -1.1255 -2.0885
C 2.140 -0.264 4.088 -1.1406 0.7415 -0.3307
C -3.426 0.765 -1.471 -1.1237 0.1675 0.1230
F -4.066 -0.005 -0.571 0.5264 0.5130 -0.6674
C -4.176 1.765 -2.097 0.0622 -0.0026 -0.6375
F -5.518 1.814 -1.852 1.1692 0.0926 -0.1376
H -5.381 3.891 -3.138 0.2564 -0.2341 -0.2053
H -3.929 4.645 -3.818 -0.3562 -0.7533 -0.2066
H -4.779 3.322 -4.698 -0.1115 -0.0776 -0.6337
H 0.478 0.538 -1.275 0.4195 0.3100 -0.1117
H 0.385 -2.125 0.101 -0.1318 0.8355 -0.2632
H 1.357 -2.253 -2.104 0.3510 0.4220 0.4102
H 2.486 -0.912 -1.750 -0.1149 -0.1715 0.1658
H 2.627 -2.483 -0.907 -0.2778 0.4626 0.0775
H 2.636 -0.235 0.573 0.8556 0.6039 -0.2803
H 1.154 0.140 1.407 -0.1241 0.0132 0.0966
H 2.691 -2.520 1.535 0.0344 -0.1987 -0.2372
H 1.176 -2.194 2.378 0.3307 0.1025 -0.1071
H 3.864 -0.764 2.910 -0.2907 0.1617 -0.2365
H 3.886 -3.234 3.583 -0.2795 0.8944 0.5828
H 2.463 -2.843 4.551 -0.2352 -0.3010 0.2618
H 3.953 -2.085 4.974 0.7862 0.4068 0.7134
H 2.674 0.108 4.973 -0.0676 -0.3487 -0.1960
H 1.116 -0.652 4.403 1.3177 0.2336 -0.3373
H 1.955 0.614 3.453 -0.1904 0.0234 0.3594
```
Positions in Å, forces in eV/Å.

Atom charges from the Mulliken analysis, given in e for atoms 1 to 6:
1. C -1.39
2. C 0.53
3. C 0.29
4. F -0.31
5. C 0.24
6. F -0.34

***

# 3
The following is a quantum chemistry calculation of a cluster of 7 separate species, C28H56O7 in total at a distorted geometry, from OMol25.

E_tot in eV: -44270.8748
Energy above the lowest of the compared OMol25 structures with the same formula, charge and spin in kcal/mol: 59.9
Maximum force in eV/Å: 2.72
Spin multiplicity: 1
Highest occupied orbital energy in hartree: -0.3497
SMILES string: C1CCOC1.C1CCOC1.C1CCOC1.C1CCOC1.C1CCOC1.C1CCOC1.C1CCOC1
Gap between HOMO and LUMO in eV: 9.9

XYZ file:
```
91
Properties=species:S:1:pos:R:3:forces:R:3
C 6.753 -1.977 -2.671 0.2299 -0.0892 -0.9100
C 7.187 -2.963 -3.780 -0.1333 0.5536 -0.5323
C 6.936 -2.072 -5.063 0.6045 -0.6770 1.5857
O 5.823 -1.263 -4.716 -0.4285 0.3034 -0.7611
C 5.551 -1.286 -3.336 -0.0007 -0.7577 1.0415
H 7.532 -1.219 -2.584 0.1699 -0.0400 0.2621
H 6.581 -2.435 -1.697 -0.1910 0.0824 -0.1183
H 6.578 -3.867 -3.790 -0.4536 0.1697 -0.0963
H 8.197 -3.362 -3.680 0.2147 0.4798 -0.0613
H 6.790 -2.663 -5.968 -0.4919 0.0824 0.0581
H 7.773 -1.399 -5.250 0.3231 -0.0921 0.0381
H 4.626 -1.832 -3.148 -0.1463 -0.3513 -0.0897
H 5.360 -0.302 -2.907 0.3010 0.3338 -0.4143
C -0.218 0.241 1.805 1.6109 0.9848 -0.8592
C -1.075 -0.101 0.586 1.2295 -0.0256 0.4364
C -2.401 0.012 1.234 0.1089 -0.0340 0.6788
O -2.243 1.077 2.225 -2.7044 0.1539 -0.2864
C -0.905 1.465 2.426 -0.2443 -1.9448 -1.0948
H 0.789 0.543 1.520 0.3296 -0.5610 0.1365
H -0.242 -0.651 2.431 0.2836 0.3397 0.4428
H -0.851 -1.105 0.227 -0.0865 0.0352 -0.1106
H -0.949 0.611 -0.229 0.0086 0.0630 0.0056
H -2.621 -0.888 1.807 -0.1864 -0.1602 -0.0741
H -3.136 0.104 0.434 -0.6611 0.8987 0.6480
H -0.674 1.578 3.485 -0.2264 0.1310 -0.0213
H -0.752 2.386 1.864 0.5418 0.1215 0.0989
C -7.660 -5.087 -4.939 0.2129 -0.6736 -0.6113
C -7.655 -3.564 -4.897 1.2043 0.2196 -0.1082
C -9.064 -3.107 -5.080 -0.8366 -0.8415 0.3422
O -9.871 -4.285 -4.739 -0.4581 2.2575 0.2666
C -9.170 -5.475 -4.932 1.0376 0.1373 0.1415
H -7.044 -5.569 -4.181 -0.4878 0.2334 0.6079
H -7.115 -5.427 -5.820 -0.4751 0.0015 -0.4692
H -7.015 -3.187 -5.695 0.0908 0.1677 0.1171
H -7.286 -3.161 -3.953 0.1650 -0.2191 0.0125
H -9.303 -2.714 -6.068 -0.0407 -0.4401 -0.3103
H -9.241 -2.273 -4.401 -0.6120 -0.3027 0.2491
H -9.540 -5.913 -5.858 0.3699 -0.3874 -0.1113
H -9.380 -6.126 -4.083 -0.1702 -0.1526 -0.1267
C 6.521 5.699 4.974 -0.7149 -0.0874 -1.1999
C 6.906 5.794 3.451 -0.1515 0.2385 -0.4746
C 6.092 4.703 2.744 -0.5538 -0.4773 1.0120
O 5.506 3.915 3.786 -0.2969 -0.3574 1.0659
C 5.331 4.694 5.005 1.1650 0.2292 -1.6236
H 6.077 6.653 5.259 0.7397 0.1152 0.5230
H 7.377 5.361 5.558 -0.2410 0.2869 0.1752
H 7.965 5.752 3.196 0.1496 -0.5103 0.5919
H 6.643 6.742 2.982 -0.3450 0.2499 0.4291
H 6.635 3.993 2.121 0.2478 0.2082 0.0333
H 5.275 5.111 2.148 0.0013 0.2779 -0.1656
H 5.306 4.054 5.887 0.1617 -0.2314 -0.2956
H 4.388 5.239 4.960 -0.1650 0.0564 -0.0736
C 1.217 6.021 -3.213 1.2078 1.4765 0.3359
C -0.189 6.226 -3.717 -0.1460 -0.4936 -0.5849
C 0.058 6.479 -5.232 -0.8510 -0.2859 -0.1524
O 1.444 6.261 -5.527 -1.1318 -0.1620 -0.1497
C 2.085 6.651 -4.356 0.1900 -0.8951 1.4803
H 1.515 4.992 -3.011 -0.2096 0.0642 -0.0734
H 1.327 6.644 -2.326 0.3995 -0.3907 0.3285
H -0.745 7.025 -3.227 0.3705 0.2744 -0.0931
H -0.787 5.338 -3.514 -0.0559 -0.1042 -0.4062
H -0.190 7.496 -5.536 -0.1471 0.1416 0.1336
H -0.593 5.788 -5.768 0.4417 0.0375 -0.5617
H 2.102 7.732 -4.216 -0.0471 0.3292 -0.1896
H 3.112 6.284 -4.364 -0.0217 0.0073 -0.0657
C -5.153 2.394 9.602 0.2987 0.7240 -0.0344
C -5.152 3.167 10.929 -0.5714 0.2896 0.2745
C -4.293 2.362 11.902 -0.5065 0.2688 -1.4379
O -3.356 1.806 11.004 1.3185 -1.0524 -0.1650
C -3.925 1.517 9.727 -0.6473 -0.5926 0.0501
H -4.960 3.034 8.741 -0.5895 0.2941 0.1020
H -6.086 1.851 9.454 0.1553 -0.0787 -0.0257
H -6.172 3.264 11.301 0.0672 0.5594 0.0105
H -4.628 4.116 10.813 -0.4904 0.2166 -0.0800
H -4.884 1.622 12.441 0.1018 -0.3338 0.0547
H -3.781 3.018 12.605 0.1272 -0.2423 0.0086
H -4.256 0.490 9.572 0.2405 -0.5213 0.7508
H -3.231 1.657 8.898 0.4966 0.4685 0.4895
C -0.127 -7.871 -2.450 -1.4749 -0.2239 -0.6261
C 0.984 -7.005 -2.971 0.5373 0.2321 0.5052
C 1.901 -7.997 -3.634 1.0113 2.0089 -1.0088
O 1.180 -9.116 -3.938 -1.2415 -2.1839 0.1699
C -0.196 -8.945 -3.533 0.3774 -0.4218 0.1661
H -1.079 -7.342 -2.454 -0.0318 0.0853 0.3798
H 0.019 -8.341 -1.478 0.2910 0.2170 -0.0068
H 1.567 -6.505 -2.198 -0.4413 0.5135 -0.0655
H 0.639 -6.343 -3.765 -0.2550 0.3632 0.4935
H 2.819 -8.092 -3.055 -0.0255 -1.0009 0.1767
H 2.193 -7.535 -4.577 0.5298 -0.0181 -0.2361
H -0.642 -9.878 -3.188 0.5550 -0.2721 0.2875
H -0.826 -8.720 -4.393 0.1696 0.7032 -0.2353
```
Positions in Å, forces in eV/Å.

Atom charges from the Mulliken analysis, given in e for atoms 1 to 6:
1. C -0.51
2. C -0.58
3. C -0.39
4. O -0.39
5. C -0.39
6. H 0.25